# 1
Here is 7 unconnected molecules or ions with the total composition C33H67FIN7O13S at a distorted geometry from the Open Molecules 2025 dataset. Energies are from ωB97M-V with the def2-TZVPD basis set.

Values from the calculation:
Molar mass = 947.904 g mol⁻¹
Highest occupied orbital energy = -8.519 eV
E = -93999.974 eV
Total charge = 0
Frontier orbital gap = 7.905 eV

Geometry (Å):
H1 7.228 0.781 -0.082
F1 -0.759 1.275 -0.389
N1 -3.493 -1.807 3.366
O1 -3.400 4.184 -3.408
H2 -6.471 -4.646 -4.294
C1 3.521 1.726 -2.631
H3 -3.341 -3.611 -5.787
H4 -5.274 1.767 -1.643
C2 11.564 0.608 -2.231
H5 11.201 2.149 -5.018
C3 0.936 -4.462 6.562
H6 0.598 -4.818 5.585
C4 1.481 -1.634 7.259
H7 -8.901 2.460 -1.692
H8 3.781 2.402 -1.682
H9 8.596 -0.180 -0.955
H10 -2.048 -0.362 -4.013
H11 3.125 0.704 -2.175
H12 -1.472 -2.732 -3.641
H13 -5.352 1.283 0.062
C5 -2.369 0.726 7.201
O2 -7.857 1.004 -0.111
C6 -6.209 -4.946 -3.278
H14 4.923 2.267 -4.366
H15 -4.656 -4.802 -5.762
C7 -1.286 2.310 -1.352
C8 7.053 0.866 -2.392
O3 -2.725 2.131 -1.738
H16 0.979 0.073 -2.780
O4 -0.846 -1.583 7.837
S1 -2.658 2.825 -3.332
H17 2.016 2.022 -4.460
C9 13.056 0.770 -2.123
H18 0.275 -1.981 -3.773
H19 -1.775 0.746 8.119
H20 -6.268 3.728 -2.445
H21 -1.003 -3.880 7.202
N2 -0.056 -3.543 7.071
C10 -1.206 3.651 1.054
O5 -1.311 0.993 5.065
O6 -0.246 4.307 1.748
H22 -4.940 -3.122 -5.192
H23 -6.759 -4.328 -2.563
H24 -7.598 3.364 -3.574
C11 0.110 -2.233 7.415
C12 1.213 -2.565 -1.296
H25 1.631 -3.612 -1.646
H26 -5.570 -1.397 3.393
H27 -4.628 -0.866 4.811
H28 12.531 2.513 -3.888
C13 -1.795 3.616 7.510
O7 6.039 1.937 -2.490
O8 -3.260 1.970 -4.475
H29 -2.452 4.428 7.191
H30 1.920 -4.000 6.459
C14 -1.337 3.771 -0.610
O9 -0.964 2.796 -3.727
C15 4.948 1.540 -3.439
H31 5.032 0.407 -3.720
H32 2.196 -2.169 7.889
C16 1.168 2.905 -2.411
H33 1.790 -1.677 6.210
H34 -3.364 1.141 7.381
C17 -0.011 0.573 -3.211
H35 -2.563 -1.499 3.631
C18 -3.503 -2.996 2.696
H36 1.461 -0.587 7.571
H37 -0.771 -3.683 -1.599
H38 0.203 0.702 -4.379
O10 -2.447 -3.583 2.469
H39 6.883 -0.965 -0.896
H40 2.854 3.572 -3.792
H41 -2.426 4.228 -0.783
N3 1.495 -2.328 0.179
I1 -2.642 2.437 2.256
C19 -1.673 1.509 6.122
C20 2.364 2.532 -3.467
H42 1.695 -1.319 0.384
H43 -6.478 -5.995 -3.129
H44 9.899 1.245 -3.135
O11 10.942 -0.211 -1.555
H45 -7.823 4.588 -2.298
H46 0.647 -2.633 0.723
C21 -7.235 1.823 -0.787
H47 13.447 0.069 -1.382
H48 -0.875 4.037 7.924
N4 -1.447 2.837 6.344
N5 -4.799 -4.801 -3.004
H49 -4.457 -5.056 -2.084
C22 -0.402 -2.572 -1.613
C23 -1.311 -0.419 -3.096
H50 -1.039 -1.990 -0.810
O12 -2.656 -4.288 -3.452
C24 -7.351 3.633 -2.544
H51 13.299 1.786 -1.801
C25 -3.821 -4.351 -3.843
H52 -5.501 3.001 -0.357
H53 -5.471 -3.720 3.130
C26 -5.744 1.985 -0.680
H54 -2.297 3.021 8.275
O13 7.669 0.524 -3.555
H55 -2.479 -0.315 6.884
C27 -0.711 -1.979 -3.113
H56 -5.318 -2.842 1.570
C28 -4.223 -3.947 -5.235
H57 -4.687 -4.492 1.738
H58 -1.920 -0.330 -2.100
H59 1.002 -5.307 7.252
H60 10.976 3.373 -3.741
H61 -0.589 4.570 -1.027
H62 13.525 0.553 -3.087
H63 0.921 4.052 -2.554
C29 -4.835 -3.542 2.258
H64 1.579 2.733 -1.329
C30 11.449 2.419 -3.988
C31 7.436 0.071 -1.006
N6 10.899 1.407 -3.115
C32 -0.236 2.088 -2.624
N7 -7.900 2.622 -1.671
H65 1.804 -1.758 -1.933
C33 -4.619 -0.976 3.723
H66 -0.975 3.302 5.577
H67 -4.477 0.005 3.263

=====

# 2
Here is 9 unconnected molecules or ions with the total composition C33H67NO18 at a distorted geometry from the Open Molecules 2025 dataset. Energies are from ωB97M-V with the def2-TZVPD basis set.

Values from the calculation:
Molar mass = 765.888 g mol⁻¹
Relative energy (zero: lowest compared OMol25 entry of this formula, charge and spin) = 0.0 kcal/mol
Highest occupied orbital energy = -10.118 eV
E = -73651.005 eV
Total charge = 0
Frontier orbital gap = 10.434 eV

Geometry (Å):
H1 7.771 -1.207 -7.844
C1 1.626 -0.550 -14.251
C2 9.851 -7.316 -14.165
H2 9.188 -4.124 -21.343
H3 1.158 0.128 -14.967
H4 3.827 6.898 -14.940
H5 13.839 -8.011 -14.887
H6 8.292 -6.844 -19.406
H7 11.776 -2.734 -11.170
O1 12.086 -6.866 -14.753
H8 5.048 8.469 -16.195
O2 5.482 -2.308 -18.774
C3 7.489 -2.953 -20.644
C4 11.108 -7.752 -14.915
H9 13.133 -6.296 -17.350
C5 10.294 -1.782 -9.956
C6 10.410 -4.316 -17.306
C7 13.367 -7.124 -15.322
H10 5.060 -4.050 -16.958
C8 7.206 -3.063 -12.931
H11 5.262 -5.183 -18.133
H12 9.665 -6.191 -20.358
O3 7.702 -0.691 -11.789
C9 5.838 -4.389 -17.639
O4 5.280 3.681 -11.763
H13 9.994 -6.318 -13.757
H14 6.772 -4.765 -17.239
O5 7.190 4.556 -10.953
C10 4.020 5.742 -11.684
C11 9.366 -6.884 -19.571
O6 11.069 -8.643 -15.728
H15 4.853 6.220 -12.200
C12 4.909 6.781 -14.938
H16 8.126 -2.149 -20.281
H17 11.567 1.865 -10.750
H18 1.266 -1.558 -14.440
C13 6.067 -3.348 -18.735
H19 6.018 -1.145 -7.951
H20 8.561 -3.312 -16.977
H21 5.513 0.233 -14.553
H22 7.635 -4.728 -21.934
H23 3.232 5.551 -12.412
H24 5.370 7.248 -14.072
C14 6.597 3.740 -11.600
H25 7.579 -4.817 -14.148
C15 6.943 -0.751 -8.375
C16 13.446 -7.197 -16.830
H26 5.913 3.028 -15.210
O7 6.217 -2.047 -12.781
H27 8.221 -3.253 -22.603
C17 10.129 -6.459 -18.328
H28 4.895 4.687 -9.987
O8 3.199 -1.181 -16.432
H29 5.811 -4.250 -14.020
H30 10.059 -2.992 -11.634
N1 6.899 0.709 -8.041
C18 7.341 2.663 -12.357
H31 6.655 2.183 -13.053
O9 10.552 -0.612 -10.519
H32 9.025 0.540 -9.684
C19 6.870 -3.998 -14.095
H33 0.188 -0.230 -12.594
O10 6.754 1.479 -8.984
H34 14.477 -7.397 -17.140
O11 9.825 -1.950 -8.854
C20 5.494 7.475 -16.170
H35 5.369 0.405 -16.150
C21 6.574 -0.972 -12.091
H36 6.578 7.456 -16.073
H37 10.761 -3.887 -10.267
H38 7.607 1.852 -11.676
H39 9.857 -2.585 -16.052
C22 9.623 -3.064 -16.995
C23 4.410 4.467 -10.938
O12 3.039 -0.345 -14.354
H40 14.025 -6.327 -14.971
H41 9.794 -2.429 -17.870
H42 9.830 -7.106 -17.500
O13 11.443 -4.579 -16.711
H43 3.687 6.516 -10.989
H44 1.411 0.987 -12.697
H45 8.224 -2.714 -13.100
H46 7.030 -0.825 -9.451
C24 10.487 1.822 -10.606
H47 4.617 2.814 -14.049
O14 5.278 5.396 -14.915
O15 7.222 1.059 -6.928
H48 9.696 -7.880 -19.866
C25 1.236 -0.075 -12.871
H49 4.344 2.349 -15.698
H50 10.077 2.700 -10.116
H51 9.059 -7.236 -14.908
C26 5.150 -0.361 -15.397
H52 4.583 -0.725 -11.468
C27 5.409 -0.064 -11.751
H53 7.146 -3.627 -11.995
H54 10.056 1.761 -11.612
H55 1.709 -0.617 -12.045
H56 6.596 -2.570 -21.139
O16 9.765 -5.094 -18.130
O17 3.254 4.775 -15.685
C28 10.772 -2.948 -10.808
H57 3.572 3.804 -10.734
C29 4.833 3.096 -15.083
C30 10.093 0.559 -9.869
H58 5.742 0.584 -10.945
H59 6.908 -3.392 -15.006
H60 5.821 -1.198 -15.552
H61 9.614 -8.053 -13.402
C31 4.347 4.508 -15.264
C32 3.678 -0.657 -15.464
H62 5.225 6.982 -17.104
H63 10.530 0.699 -8.873
O18 7.061 -3.743 -19.525
H64 4.905 0.528 -12.514
H65 12.924 -8.069 -17.223
H66 11.208 -6.567 -18.420
H67 8.218 3.103 -12.815
C33 8.196 -3.828 -21.677